Model i:
ORCA calculation (ωB97M-V/def2-TZVPD) on a gas-phase ion, C5H10NO (charge +1).

```
! RIJCOSX wB97M-V def2-TZVPD def2/J DEFGRID3
* xyz 1 1
C -1.31 0.39 0.68
C -1.21 0.36 -0.75
C -0.11 -0.40 0.04
C -0.25 -1.94 0.02
C 1.49 1.52 -0.05
N 1.22 0.11 0.06
O 2.12 -0.74 0.24
H -0.94 1.23 1.29
H -2.00 -0.25 1.17
H -1.88 -0.16 -1.41
H -0.94 1.23 -1.24
H 0.05 -2.33 -1.05
H -1.22 -2.26 0.29
H 0.55 -2.36 0.75
H 0.98 1.90 1.01
H 0.86 1.98 -0.87
H 2.58 1.72 -0.16
*
```

* LUMO: -0.246 hartree
* HOMO level: -0.5707 Eh



Model ii:
ORCA calculation (ωB97M-V/def2-TZVPD) on 2 unconnected molecules or ions with the total composition C5H10NO.

```
! RIJCOSX wB97M-V def2-TZVPD def2/J DEFGRID3
* xyz 1 1
O 0.28 1.74 1.24
C 0.19 0.70 1.89
C -0.69 -0.36 1.43
C -0.24 -1.15 0.20
C 0.02 -0.40 -1.09
C 1.39 -0.25 -1.43
N -1.09 -0.26 -1.80
H 0.55 0.70 2.94
H -1.68 0.16 1.18
H -1.01 -1.17 2.16
H 0.62 -1.62 0.56
H -0.92 -1.96 0.13
H 1.83 -0.73 -2.30
H 1.88 0.66 -1.11
H 3.27 0.92 -2.53
H -1.98 -0.77 -1.80
H -1.20 0.42 -2.52
*
```

* LUMO: -0.271 hartree
* HOMO level: -0.4768 Eh



Model iii:
ORCA calculation (ωB97M-V/def2-TZVPD) on a gas-phase ion, C5H10NO (charge +1).

```
! RIJCOSX wB97M-V def2-TZVPD def2/J DEFGRID3
* xyz 1 1
C 1.76 0.79 0.44
C -0.38 -0.48 0.30
C -1.62 0.28 0.46
C 1.05 -0.27 -0.09
C -2.75 0.34 -0.42
N 1.71 -1.19 -0.82
O 3.12 0.83 0.13
H 1.36 1.56 1.05
H -0.04 -0.51 1.35
H -0.64 -1.42 -0.31
H -1.68 0.71 1.45
H -3.50 -0.48 -0.12
H -2.53 0.15 -1.45
H -3.38 1.20 -0.20
H 3.52 1.74 0.17
H 1.26 -1.96 -1.30
H 2.75 -1.29 -0.63
*
```

* LUMO (alpha / beta): -0.235 / -0.147 hartree
* HOMO level (alpha / beta): -0.4270 / -0.4981 Eh



Order of stability, best first: model iii, model i, model ii



Model i:
ORCA calculation (ωB97M-V/def2-TZVPD) on a gas-phase ion, C5H10NO (charge +1).

```
! RIJCOSX wB97M-V def2-TZVPD def2/J DEFGRID3
* xyz 1 1
C 0.12 0.96 0.81
C -0.28 -1.29 0.64
C 2.02 -0.01 -1.03
C 1.20 0.09 0.15
C -1.71 0.27 -0.70
N -1.11 0.03 0.66
O 2.49 -0.06 0.37
H 0.32 1.04 1.98
H 0.06 1.95 0.50
H -0.46 -1.91 -0.20
H -0.18 -1.61 1.62
H 2.27 -1.03 -1.46
H 2.49 0.71 -1.68
H -0.85 0.06 -1.37
H -2.49 -0.51 -0.85
H -2.13 1.34 -0.80
H -1.77 -0.04 1.35
*
```

* LUMO: -0.129 hartree
* HOMO level: -0.5039 Eh



Model ii:
ORCA calculation (ωB97M-V/def2-TZVPD) on a gas-phase ion, C5H10NO (charge +1).

```
! RIJCOSX wB97M-V def2-TZVPD def2/J DEFGRID3
* xyz 1 1
C -0.12 0.25 -0.05
C 0.59 -1.57 -1.37
C 2.26 0.16 -0.62
C -2.70 1.23 1.97
C 0.78 -0.07 -1.02
N -0.79 0.25 0.90
O -1.54 0.37 1.93
H 0.71 -2.16 -0.38
H -0.37 -1.71 -2.00
H 1.48 -1.88 -2.00
H 2.82 -0.86 -0.43
H 2.73 0.72 -1.42
H 2.39 0.64 0.42
H -3.33 0.80 1.19
H -2.55 2.31 1.87
H -2.98 1.10 2.92
H 0.59 0.41 -1.91
*
```

* LUMO: -0.140 hartree
* HOMO level: -0.5754 Eh



Order of stability, best first: model i, model ii



Model i:
ORCA calculation (ωB97M-V/def2-TZVPD) on 2 unconnected molecules or ions with the total composition C5H10NO.

```
! RIJCOSX wB97M-V def2-TZVPD def2/J DEFGRID3
* xyz 1 1
C -0.72 -0.06 2.51
C 1.04 0.80 1.02
C -1.04 0.88 -1.08
C 0.25 -1.33 -0.83
C 0.17 0.13 -1.31
N 0.24 0.33 1.79
O 1.31 0.56 -1.83
H -1.04 -1.13 2.46
H -1.37 0.73 3.01
H 2.05 0.98 1.18
H -1.16 1.57 -1.93
H -1.90 0.26 -0.74
H -0.73 1.47 -0.28
H 0.69 -1.91 -1.60
H -0.71 -1.85 -0.67
H 0.86 -1.39 -0.05
H 2.05 -0.05 -1.65
*
```

* LUMO (alpha / beta): -0.184 / -0.184 hartree
* HOMO level (alpha / beta): -0.4592 / -0.4592 Eh



Model ii:
ORCA calculation (ωB97M-V/def2-TZVPD) on 2 unconnected molecules or ions with the total composition C5H10NO.

```
! RIJCOSX wB97M-V def2-TZVPD def2/J DEFGRID3
* xyz 1 1
C -0.93 -0.50 -2.46
C -1.38 -0.94 0.01
C 2.89 0.13 0.01
C -2.22 -0.56 2.20
C 1.99 0.99 0.44
N -1.24 -0.75 -1.13
O -1.52 -1.28 1.16
H -0.99 -1.44 -3.02
H -1.65 0.20 -2.86
H 0.08 -0.08 -2.54
H 3.79 -0.07 0.57
H 2.78 -0.41 -0.92
H -2.09 -1.16 3.10
H -3.28 -0.47 1.96
H -1.77 0.43 2.35
H 2.12 1.52 1.36
H 1.09 1.21 -0.12
*
```

* LUMO: -0.128 hartree
* HOMO level: -0.4913 Eh



Model iii:
ORCA calculation (ωB97M-V/def2-TZVPD) on 2 unconnected molecules or ions with the total composition C5H10NO.

```
! RIJCOSX wB97M-V def2-TZVPD def2/J DEFGRID3
* xyz 1 1
C -1.68 -0.21 0.52
C 0.47 0.90 1.56
C -0.47 0.17 0.65
C 0.26 -3.04 -0.94
C 0.05 2.50 -0.40
N 0.47 1.13 0.11
O -2.68 -0.74 0.37
H 1.08 -2.47 -1.25
H -0.02 1.71 2.20
H 1.36 0.50 2.02
H 0.33 -4.08 -1.32
H -0.53 -2.43 -1.49
H 0.15 -3.06 0.10
H -0.22 3.16 0.37
H 0.94 2.87 -0.96
H -0.72 2.44 -1.21
H 1.21 0.65 -0.32
*
```

* LUMO: -0.174 hartree
* HOMO level: -0.5353 Eh



Order of stability, best first: model ii, model iii, model i



Model i:
ORCA calculation (ωB97M-V/def2-TZVPD) on a gas-phase ion, C3H4N3 (charge +1).

```
! RIJCOSX wB97M-V def2-TZVPD def2/J DEFGRID3
* xyz 1 1
C -1.48 -0.03 -0.63
C -0.87 -0.93 0.09
C 0.46 -0.29 0.32
N -3.36 -1.67 -0.62
N -1.38 -2.14 0.43
N -2.51 -2.10 -0.05
H -1.70 0.92 -1.07
H 1.24 -1.00 0.04
H 0.53 0.01 1.37
H 0.61 0.61 -0.30
*
```

* LUMO: -0.290 hartree
* HOMO level: -0.5795 Eh



Model ii:
ORCA calculation (ωB97M-V/def2-TZVPD) on a molecular structure, C3H4N3.

```
! RIJCOSX wB97M-V def2-TZVPD def2/J DEFGRID3
* xyz 1 1
C 1.28 -0.60 -0.62
C 2.56 -0.65 -0.29
C -0.98 0.35 -0.02
N 2.50 0.49 0.36
N 1.33 1.06 0.51
N 0.46 0.24 -0.06
H 3.44 -1.26 -0.44
H -1.41 0.98 -0.86
H -1.27 1.13 0.76
H -1.36 -0.60 0.04
*
```

* LUMO (alpha / beta): -0.326 / -0.327 hartree
* HOMO level (alpha / beta): -0.6193 / -0.6189 Eh



Model iii:
ORCA calculation (ωB97M-V/def2-TZVPD) on a gas-phase ion, C3H4N3 (charge +1).

```
! RIJCOSX wB97M-V def2-TZVPD def2/J DEFGRID3
* xyz 1 1
C 0.48 -0.25 -0.78
C -0.36 -1.31 -1.03
C -0.04 0.41 0.39
N -1.18 -1.56 0.06
N -1.19 -0.69 0.87
N 0.43 1.43 1.02
H 1.21 0.31 -1.31
H -0.47 -2.02 -1.82
H 1.35 1.76 1.00
H -0.21 1.92 1.61
*
```

* LUMO: -0.273 hartree
* HOMO level: -0.5640 Eh



Order of stability, best first: model iii, model i, model ii



Model i:
ORCA calculation (ωB97M-V/def2-TZVPD) on a gas-phase ion, C2H6N3O2 (charge +1).

```
! RIJCOSX wB97M-V def2-TZVPD def2/J DEFGRID3
* xyz 1 1
C 0.82 -0.05 -0.04
C -1.94 -0.03 -0.36
N 0.15 -1.20 -0.03
N 0.05 1.26 -0.11
N 2.15 0.03 0.13
O -1.21 -1.17 0.01
O -1.28 1.11 0.19
H -2.14 0.04 -1.46
H -2.77 -0.17 0.27
H 0.54 -2.03 0.20
H 0.39 1.95 0.47
H 2.76 -0.72 0.33
H 2.50 0.98 0.39
*
```

* LUMO: -0.137 hartree
* HOMO level: -0.5293 Eh



Model ii:
ORCA calculation (ωB97M-V/def2-TZVPD) on 2 unconnected molecules or ions with the total composition C2H6N3O2.

```
! RIJCOSX wB97M-V def2-TZVPD def2/J DEFGRID3
* xyz 1 1
C -0.40 -0.44 -1.17
C 0.33 0.28 1.10
N -0.34 -2.93 2.35
N -0.52 -1.82 0.68
N -0.21 -0.66 0.26
O -0.61 -3.86 1.82
O -0.94 -2.78 0.03
H 0.62 -0.05 -1.31
H -0.44 -1.33 -1.77
H -1.28 0.12 -1.24
H -0.40 1.06 1.32
H 0.52 -0.08 2.01
H 1.25 0.77 0.70
*
```

* LUMO (alpha / beta): -0.232 / -0.232 hartree
* HOMO level (alpha / beta): -0.5669 / -0.5669 Eh



Model iii:
ORCA calculation (ωB97M-V/def2-TZVPD) on a gas-phase ion, C2H6N3O2 (charge +1).

```
! RIJCOSX wB97M-V def2-TZVPD def2/J DEFGRID3
* xyz 1 1
C 1.67 -0.34 0.07
C -1.60 0.24 -0.55
N 2.63 -1.05 0.13
N 0.78 0.61 -0.09
N -1.66 -0.81 0.37
O 1.01 1.68 0.78
O -0.14 0.46 -1.09
H 1.80 2.25 0.44
H -1.86 1.20 -0.02
H -2.01 0.06 -1.61
H 2.98 -1.94 0.04
H -2.01 -1.72 0.19
H -1.59 -0.64 1.35
*
```

* LUMO: -0.185 hartree
* HOMO level: -0.5256 Eh



Model iv:
ORCA calculation (ωB97M-V/def2-TZVPD) on a gas-phase ion, C2H6N3O2 (charge +1).

```
! RIJCOSX wB97M-V def2-TZVPD def2/J DEFGRID3
* xyz 1 1
C -0.70 -0.57 -0.21
C 1.32 0.30 0.60
N -1.71 -1.27 -0.83
N -0.71 0.77 -0.26
N 0.51 1.32 0.00
O 0.45 -0.97 0.27
O 2.46 0.25 -0.16
H 1.42 0.37 1.70
H -2.44 -0.83 -1.37
H -1.53 1.29 -0.42
H 0.95 1.53 -0.85
H -1.30 -2.16 -1.08
H 3.09 -0.38 0.16
*
```

* LUMO: -0.127 hartree
* HOMO level: -0.5352 Eh



Order of stability, best first: model iv, model i, model iii, model ii



Model i:
ORCA calculation (ωB97M-V/def2-TZVPD) on C2H5N in the gas phase.

```
! RIJCOSX wB97M-V def2-TZVPD def2/J DEFGRID3
* xyz 0 1
C -0.96 -0.60 -0.27
C -0.02 -0.03 0.47
N 1.01 0.80 0.01
H -1.11 -0.61 -1.35
H -1.77 -1.11 0.22
H -0.14 0.01 1.55
H 1.06 1.00 -0.98
H 1.94 0.55 0.34
*
```

* LUMO: 0.047 hartree
* HOMO level: -0.3160 Eh



Model ii:
ORCA calculation (ωB97M-V/def2-TZVPD) on C2H5N in the gas phase.

```
! RIJCOSX wB97M-V def2-TZVPD def2/J DEFGRID3
* xyz 0 1
C -0.57 0.49 -0.12
C 0.26 -0.72 0.38
N -0.68 0.82 -1.33
H -1.09 1.27 0.56
H 1.09 -1.01 -0.32
H -0.38 -1.58 0.53
H 0.48 -0.57 1.46
H -1.15 1.69 -1.56
*
```

* LUMO: 0.045 hartree
* HOMO level: -0.3495 Eh



Order of stability, best first: model i, model ii